# C23H29BrNO4SSr

A molecular structure, C23H29BrNO4SSr (ωB97M-V/def2-TZVPD, the Open Molecules 2025 dataset).

Calculated values
Energy relative to the best compared isomer or geometry (same formula, charge and spin) (kJ/mol): 0.0
Spin multiplicity: 1
Net charge: -1
HOMO-LUMO gap (eV): 6.6080
Electronic energy (eV): -115722.687

Geometry as XYZ:
```
60
Properties=species:S:1:pos:R:3:forces:R:3
H 3.959 -0.802 1.190 -0.003 0.006 -0.004
H -2.544 -1.472 1.664 -0.023 -0.025 0.001
H -0.895 2.466 3.261 -0.015 -0.009 -0.016
C -3.146 1.315 1.222 0.082 0.032 -0.021
O 0.942 -2.595 1.101 0.048 0.085 -0.083
Br 4.794 -3.225 -0.720 0.001 0.004 -0.002
H 4.936 -6.100 -0.773 0.001 0.010 -0.004
H 3.347 -7.945 -0.356 -0.003 -0.004 0.002
C 3.459 -0.455 2.097 0.035 0.003 0.071
C -3.729 2.596 0.610 -0.012 0.012 -0.015
H 1.423 0.729 4.722 0.001 -0.004 0.002
C 1.581 2.524 0.828 -0.075 -0.060 0.112
C 1.379 3.727 -0.049 -0.024 0.015 0.015
C 3.492 -4.568 -0.395 0.045 -0.020 -0.024
C 2.192 -4.253 -0.027 -0.056 -0.017 -0.005
H -3.278 2.857 -1.532 0.008 0.010 -0.004
H -0.151 0.480 3.973 0.002 0.001 -0.009
H -4.080 -2.420 -0.997 -0.028 0.023 -0.013
H 4.244 -0.183 2.813 0.004 0.005 -0.001
C 0.805 2.187 1.963 0.188 0.088 -0.034
H 4.619 2.122 0.026 0.001 -0.006 0.003
H -2.284 3.860 -0.483 0.017 -0.007 -0.004
C -2.795 2.899 -0.555 -0.057 0.017 -0.002
H 1.120 -0.719 3.771 0.002 -0.004 0.004
H 1.006 -7.423 0.303 0.000 -0.003 0.004
C 2.528 0.691 1.813 0.211 -0.116 0.093
C 3.721 1.593 -0.314 -0.003 0.023 -0.009
C 1.316 -5.305 0.236 -0.014 0.015 0.019
H 0.853 4.515 0.497 -0.004 0.006 -0.008
H -3.547 -0.733 -0.737 -0.004 -0.037 -0.016
H -3.127 -1.588 -2.242 0.025 0.011 0.004
C -1.771 1.781 -0.457 0.210 -0.297 0.089
O -0.807 1.647 -1.225 -0.067 -0.001 -0.153
H -3.738 3.373 1.376 -0.002 -0.006 0.006
C -0.320 3.015 2.513 -0.038 -0.021 0.001
H -1.026 3.334 1.741 0.032 -0.005 -0.013
H -1.330 -2.776 1.810 0.002 0.005 -0.032
C 3.018 -6.918 -0.261 -0.039 0.013 0.011
Sr 0.491 -0.131 0.252 -0.480 0.230 -0.199
H 2.930 -1.317 2.513 -0.005 0.008 0.006
S -1.744 -2.297 -0.455 0.165 -0.253 -0.129
O 1.867 -2.049 -0.855 -0.003 0.096 0.079
C 3.911 -5.888 -0.502 0.012 -0.001 -0.001
H 0.795 3.512 -0.948 -0.009 -0.022 -0.014
C 0.924 0.355 3.821 -0.021 0.031 0.011
C 1.711 -6.625 0.109 0.041 -0.012 -0.011
H 2.338 4.145 -0.366 -0.004 0.001 -0.007
H 0.309 -5.055 0.543 -0.005 0.010 -0.005
C -3.282 -1.698 -1.170 -0.047 0.048 0.142
N -2.008 0.938 0.565 -0.044 -0.021 0.032
H -3.012 -3.179 1.385 -0.014 0.021 0.026
H 4.031 0.579 -0.580 -0.002 -0.004 0.001
H 3.393 2.080 -1.235 -0.012 0.000 0.007
C 1.394 1.055 2.576 0.040 0.005 -0.002
C 2.634 1.591 0.726 0.145 -0.031 0.034
O -3.656 0.727 2.160 -0.019 0.003 0.009
H 0.056 3.927 2.992 -0.013 -0.009 0.024
H -4.763 2.414 0.315 -0.003 0.000 0.011
C 1.640 -2.846 0.084 -0.050 0.090 0.025
C -2.218 -2.439 1.277 -0.121 0.072 -0.005
```
Forces are in eV/Å.


# C23H29ClFN3OS

2 unconnected molecules or ions with the total composition C23H29ClFN3OS in a non-equilibrium geometry (ωB97M-V/def2-TZVPD, the Open Molecules 2025 dataset).

Calculated values
Spin multiplicity: 1
Net charge: +2
HOMO-LUMO gap (eV): 8.1022
Electronic energy (eV): -56898.831

Geometry as XYZ:
```
59
Properties=species:S:1:pos:R:3:forces:R:3
O -0.880 1.557 -0.058 -0.062 0.011 0.007
C -1.175 -6.598 -2.458 -0.269 -0.241 -0.478
H 0.377 4.296 -1.178 0.269 0.167 -0.066
N 0.265 3.803 2.497 -1.062 -0.541 -1.837
H -0.105 1.269 -1.983 -0.497 0.155 0.140
H -2.820 -4.893 -1.207 0.086 -0.018 -0.323
H 1.927 4.800 3.201 0.030 -0.116 -0.530
C 1.276 3.684 -1.228 0.154 -0.148 0.162
H -2.430 -2.681 -0.687 0.161 -0.009 -0.343
C -0.396 3.960 3.727 0.973 -1.275 0.154
C 0.242 2.149 0.571 -0.775 0.143 -2.905
C -0.100 -4.462 -3.244 -0.340 -1.186 -0.085
C -0.462 4.171 6.097 0.125 0.269 -0.173
C 2.319 3.983 -2.115 -0.352 0.131 -0.256
C 0.132 -3.018 -2.859 -0.165 0.947 0.921
H 1.695 4.953 1.441 -0.050 -0.316 0.221
C -1.570 3.301 6.159 -0.313 -0.289 -0.881
N -0.494 -2.705 -1.545 -0.212 -0.614 0.102
H -0.302 -2.352 -3.615 0.190 -0.097 0.259
H 1.208 -2.814 -2.779 -0.327 0.028 -0.077
C 0.212 4.425 4.895 -0.613 0.292 0.459
C -0.180 -5.058 -0.848 -0.282 -0.986 -0.269
H -2.793 -4.478 -2.955 0.043 -0.112 0.250
H -0.197 -7.083 -2.547 -0.282 0.094 0.069
H 2.409 0.718 -0.039 0.298 0.470 -0.008
H -2.361 -2.282 -2.430 0.112 -0.093 0.330
C -1.967 -2.946 -1.648 1.070 1.084 0.253
C -0.423 3.098 1.560 0.639 0.271 2.977
H 0.844 -5.020 -3.294 -0.337 -0.037 -0.131
H 2.220 4.856 -2.773 0.112 -0.390 0.367
H -0.660 -4.560 -4.180 0.252 -0.135 0.203
H -1.449 2.481 -1.865 0.232 -0.435 0.202
H -1.788 0.722 -1.694 0.309 0.395 0.304
H -0.803 -5.547 -0.091 0.205 -0.113 -0.194
C 3.516 2.026 -1.373 -0.415 0.083 -0.403
H -0.119 4.671 7.010 0.009 -0.474 -0.339
Cl -2.073 -6.866 -3.984 0.403 0.197 0.661
H 2.336 3.426 2.166 -0.410 0.147 -0.082
H 1.162 -3.428 -0.441 -0.344 0.055 0.049
H -0.374 -3.363 0.472 0.175 0.024 -0.309
H -2.039 3.061 7.117 0.297 0.088 -0.333
N -0.946 -5.154 -2.164 0.096 1.036 0.053
C 1.348 2.550 -0.417 -0.054 0.277 0.074
C 2.429 1.679 -0.558 0.393 0.083 -0.005
H 4.288 3.432 -2.852 -0.420 -0.144 0.263
H 1.166 4.960 4.858 -0.629 -0.097 0.307
C 1.635 4.263 2.292 0.653 0.475 0.235
C -1.057 1.520 -1.481 0.372 -0.013 -0.415
H 0.754 -5.608 -0.996 -0.239 -0.114 0.090
C 0.081 -3.613 -0.496 -0.243 1.470 -0.653
C -2.263 -4.382 -2.003 0.033 -1.301 -0.216
H -1.766 -7.016 -1.637 0.205 0.059 -0.201
C 3.451 3.167 -2.197 -0.053 -0.231 0.828
H -2.897 1.990 4.946 0.240 0.366 0.349
H 4.392 1.374 -1.386 -0.299 0.206 -0.137
C -1.528 3.142 3.776 -0.302 -0.101 -0.402
F 0.761 1.184 1.357 0.257 -0.633 1.084
C -2.083 2.719 4.979 -0.125 0.872 0.560
S -1.945 2.539 2.181 1.077 0.367 0.117
```
Forces are in eV/Å.


# C23H29ClN6Tc

A molecular structure, C23H29ClN6Tc in a non-equilibrium geometry (ωB97M-V/def2-TZVPD, the Open Molecules 2025 dataset).

Calculated values
Energy relative to the best compared isomer or geometry (same formula, charge and spin) (kJ/mol): 126.2
Spin multiplicity: 4
⟨S²⟩: 3.78
Net charge: +2
HOMO-LUMO gap (spin up / spin down) (eV): 6.9873 / 6.2399
Electronic energy (eV): -47969.248

Geometry as XYZ:
```
60
Properties=species:S:1:pos:R:3:forces:R:3
N -1.502 0.354 1.488 0.070 0.105 0.008
C 3.576 1.737 -3.623 0.067 0.137 -0.149
H 2.691 2.385 0.958 0.119 -0.050 -0.052
H 0.316 0.383 3.478 0.012 -0.033 0.027
N -0.593 -1.655 0.069 0.179 0.114 0.267
C -1.176 -1.167 -2.171 0.176 0.000 0.181
H 2.756 -0.687 0.497 0.066 -0.034 -0.042
C 0.253 3.541 -2.735 -0.020 0.046 -0.110
H -2.164 -3.742 -2.095 -0.028 -0.008 0.031
C 0.206 1.309 2.913 0.108 -0.022 -0.057
H 1.289 3.887 -2.694 -0.028 -0.032 -0.008
C 2.394 -0.211 -2.857 -0.155 -0.074 -0.133
C -1.574 -3.535 -1.205 0.090 -0.081 -0.114
C -0.876 -2.063 1.443 -0.069 0.172 -0.101
H -2.796 -1.221 2.034 -0.041 0.002 0.022
H 1.677 3.265 2.081 0.010 0.007 0.071
C 3.627 1.123 -1.303 0.072 0.104 0.095
H 2.504 0.404 -4.914 0.007 -0.013 0.051
Cl -3.271 -1.446 -0.638 0.190 -0.065 -0.089
H -1.354 2.400 1.908 -0.031 0.022 -0.019
H 4.026 1.271 -0.305 -0.018 0.035 -0.049
H 0.016 3.697 0.410 -0.075 -0.004 0.003
C -0.449 1.020 -2.684 0.127 0.061 0.235
H -1.695 -0.478 -5.423 0.025 0.018 0.044
C -1.218 1.456 2.436 -0.028 -0.106 -0.148
C 2.794 0.616 -3.892 -0.059 -0.051 -0.098
C -1.440 -2.052 -0.971 -0.400 0.144 -0.080
H 0.075 -2.169 1.972 0.029 -0.021 -0.035
H -2.078 -4.011 -0.368 0.034 -0.013 0.026
N 1.142 1.221 1.748 -0.155 0.193 -0.097
H -2.328 0.572 0.936 -0.048 0.009 0.032
H -1.370 -3.033 1.493 -0.014 -0.004 -0.024
C -0.856 0.886 -3.984 -0.087 0.023 -0.279
H 1.932 -1.752 -0.670 0.078 -0.037 -0.038
H -0.579 -3.972 -1.319 -0.036 0.019 -0.025
C -1.388 -0.344 -4.392 -0.019 0.020 -0.055
H -0.766 1.704 -4.686 -0.007 -0.068 0.026
C 0.896 3.141 0.081 -0.007 -0.192 -0.039
H 1.957 0.707 2.065 0.039 -0.036 0.015
H 4.712 2.784 -2.134 -0.033 -0.035 0.011
N 0.448 2.059 -0.805 0.075 0.441 0.097
H -2.022 -2.305 -3.788 0.028 0.057 0.021
C 1.664 2.550 1.260 -0.073 -0.107 0.034
C 4.032 1.963 -2.325 0.051 0.033 0.067
C 2.158 -0.721 -0.415 -0.392 0.551 -0.102
H -1.903 1.455 3.284 -0.054 -0.033 0.039
C 3.894 2.665 -4.682 -0.033 -0.030 0.067
H 0.486 2.130 3.572 0.037 0.033 0.011
H -1.510 -0.924 3.190 0.027 0.027 0.029
C 0.123 2.235 -2.039 -0.070 -0.088 -0.136
H 1.543 3.844 -0.442 0.035 0.031 -0.038
Tc 0.222 0.165 0.007 0.333 -0.904 0.771
H 1.780 -1.081 -3.072 0.049 0.056 -0.022
N -0.582 -0.023 -1.827 -0.204 0.082 -0.299
C -1.742 -0.984 2.128 0.035 0.026 -0.053
N 4.081 3.440 -5.512 -0.027 -0.136 0.134
C 2.746 0.064 -1.537 0.113 -0.202 0.190
H -0.366 4.294 -2.238 0.014 -0.025 -0.016
C -1.561 -1.373 -3.487 -0.098 -0.071 -0.117
H -0.046 3.489 -3.777 0.012 0.006 0.018
```
Forces are in eV/Å.


# C23H29CoN2O8P2S

A molecular structure, C23H29CoN2O8P2S (ωB97M-V/def2-TZVPD, the Open Molecules 2025 dataset).

Calculated values
Energy relative to the best compared isomer or geometry (same formula, charge and spin) (kJ/mol): 33.6
Spin multiplicity: 4
⟨S²⟩: 3.76
Net charge: +1
HOMO-LUMO gap (spin up / spin down) (eV): 9.2880 / 9.0660
Electronic energy (eV): -110718.866

Geometry as XYZ:
```
66
Properties=species:S:1:pos:R:3:forces:R:3
H 4.156 -0.444 0.393 0.012 0.025 -0.006
C 3.163 3.120 -1.507 0.014 0.014 0.067
C -3.859 -2.334 2.435 -0.020 -0.016 0.014
C 2.402 -3.432 -0.209 -0.035 -0.004 0.000
H 3.761 -0.895 2.081 -0.047 -0.017 -0.013
C -3.010 -2.019 1.380 -0.044 -0.037 -0.046
C 0.408 -4.775 -0.349 0.037 0.029 -0.004
C 2.326 3.480 2.890 0.078 -0.019 -0.075
H 0.068 1.677 -5.203 -0.007 0.001 -0.014
H -3.025 0.765 -0.299 0.019 -0.012 -0.006
C 0.232 -2.393 -0.042 0.081 -0.060 0.076
S -0.312 0.341 3.205 0.362 0.112 -0.241
C -0.372 -3.642 -0.189 -0.018 -0.046 0.005
C -3.498 -0.374 -3.453 -0.021 0.033 0.021
H -3.245 -2.383 0.387 0.006 0.016 0.011
O -0.662 1.567 2.389 0.077 -0.070 0.193
H 3.111 3.072 3.520 0.003 -0.007 0.008
H -0.864 -2.251 -2.455 0.001 -0.006 0.001
Co 0.474 1.165 0.747 -0.252 0.114 -0.369
C -0.075 2.176 -2.041 -0.009 0.129 0.061
N -0.534 3.065 0.083 -0.035 0.039 -0.046
H 2.402 -5.558 -0.478 -0.006 0.008 -0.007
C -3.598 -1.866 3.711 -0.035 -0.035 -0.002
H 2.303 3.710 -1.186 -0.001 -0.025 0.017
H -4.149 -0.232 -4.305 0.005 0.005 0.016
C 0.339 1.371 -4.199 -0.084 0.051 0.033
H 4.000 3.792 -1.672 0.020 0.009 -0.014
C 4.283 -0.185 1.444 -0.104 -0.019 0.031
H -4.258 -2.118 4.530 0.003 0.005 -0.014
H -4.481 1.114 -2.256 0.023 -0.013 0.011
H 2.084 -1.329 0.086 -0.015 0.005 -0.013
O -0.292 2.341 -3.329 0.061 -0.078 -0.058
H -0.064 -5.742 -0.462 0.007 0.004 0.005
P -0.720 -0.878 0.189 -0.396 0.047 0.200
O 0.617 1.302 -1.540 0.080 -0.117 -0.062
O 2.706 3.342 1.497 0.009 0.167 0.129
C -1.832 -0.762 -1.247 -0.069 0.020 0.036
C -1.879 -1.237 1.581 0.100 0.042 0.105
H -0.006 3.864 0.424 -0.050 -0.009 0.026
H -1.451 -3.739 -0.178 0.028 0.023 0.007
H -4.730 -2.950 2.252 0.006 0.007 -0.010
C 1.618 -2.298 -0.048 0.040 0.007 -0.041
O 3.563 2.172 -0.506 0.156 0.072 -0.256
C -1.649 -0.757 2.882 -0.148 -0.117 -0.090
O 0.866 -0.231 2.522 0.047 -0.008 0.108
C -1.653 -1.512 -2.404 0.021 0.004 -0.046
H 1.417 1.396 -4.068 0.021 0.003 0.012
N -0.696 3.132 -1.302 0.048 -0.063 0.021
C -2.489 -1.063 3.939 0.007 -0.051 -0.125
H 2.926 2.584 -2.421 0.002 -0.030 -0.023
P 2.741 1.900 0.817 -0.204 -0.160 0.320
H 1.384 2.970 3.095 -0.038 -0.033 -0.015
C -3.683 0.384 -2.301 0.034 -0.043 0.000
H -2.267 -0.672 4.922 0.003 0.001 -0.021
C -2.488 -1.321 -3.501 0.040 0.014 0.041
H -1.431 3.030 0.558 0.022 -0.006 0.013
C -2.855 0.190 -1.205 -0.012 0.012 -0.033
H 3.482 -3.351 -0.212 -0.018 -0.002 0.003
O -0.205 0.572 4.606 -0.069 0.049 -0.009
H 5.342 -0.179 1.678 0.025 0.019 0.022
H 2.215 4.543 3.074 0.014 0.028 -0.014
H -2.348 -1.920 -4.393 0.004 0.005 0.019
C 1.795 -4.669 -0.359 0.000 -0.011 0.005
H -0.044 0.379 -3.978 -0.012 -0.037 0.010
O 3.784 1.137 1.720 0.229 0.039 0.000
H -1.241 3.857 -1.740 0.003 -0.005 0.021
```
Forces are in eV/Å.